A 8-piece molecular cluster, C42H84N3O20P5 overall, computed with ωB97M-V/def2-TZVPD.

F_max: 3.41 eV Å⁻¹
HOMO level: -9.2 eV
E: -136793.14972 eV
SMILES string: CCOP(=O)(OCC)OCC.CCOP(=O)(OCC)OCC.CCOP(=O)(OCC)OCC.CCOP(=O)(OCC)OCC.COP(=O)(OC)OC.c1ccncc1.c1ccncc1.c1ccncc1
LUMO energy: 0.564 eV

Each line ends with the Mulliken charge.
CARTESIAN COORDINATES (ANGSTROEM)
1 C -3.8251 -0.3736 -6.1324  -0.85
2 O -2.6071 -0.0231 -5.4609  -0.20
3 P -1.3538 0.6978 -6.1492  0.48
4 O -1.5805 2.0265 -6.7617  -0.77
5 O -0.3375 0.7221 -4.9819  0.63
6 C -0.2814 1.8187 -4.1169  -1.16
7 O -0.8322 -0.4457 -7.1657  -0.26
8 C 0.1317 -0.0944 -8.1563  -0.20
9 H -4.2979 0.5356 -6.5325  0.32
10 H -4.4685 -0.8243 -5.4123  0.23
11 H -3.6131 -1.0868 -6.8879  0.32
12 H -1.3081 1.8441 -3.6269  0.41
13 H -0.2054 2.7526 -4.7216  0.49
14 H 0.4500 1.6242 -3.3614  -0.18
15 H -0.3262 0.5022 -8.9839  0.25
16 H 0.5564 -1.0467 -8.5105  0.25
17 H 0.8811 0.4728 -7.6087  -0.11
18 N -5.3449 -4.1668 0.5505  -0.70
19 C -4.4909 -3.4690 1.3252  0.31
20 C -4.8605 -2.3358 1.9594  -0.62
21 C -6.1773 -1.8880 1.8651  -0.81
22 C -7.0795 -2.6571 1.1181  -0.46
23 C -6.6154 -3.7882 0.4457  -0.35
24 H -3.5400 -3.9974 1.3872  0.55
25 H -4.1926 -1.8167 2.6069  0.88
26 H -6.4829 -1.0028 2.4033  0.44
27 H -8.0942 -2.3352 0.8809  0.36
28 H -7.2359 -4.4345 -0.1625  0.40
29 N 4.9724 -4.8342 -2.0042  -0.66
30 C 5.5061 -3.6147 -2.0903  -0.30
31 C 4.8423 -2.4243 -1.7738  -0.56
32 C 3.5335 -2.5076 -1.2776  0.00
33 C 3.0007 -3.7988 -1.0925  -0.29
34 C 3.7244 -4.9064 -1.4533  -0.58
35 H 6.5212 -3.6867 -2.5335  0.46
36 H 5.3187 -1.4800 -1.9663  0.42
37 H 2.8530 -1.6634 -1.1681  0.65
38 H 1.9506 -3.9622 -0.8092  0.42
39 H 3.3994 -5.9149 -1.4243  0.44
40 N 0.3806 -1.0210 -0.0868  0.28
41 C -0.3375 -0.1479 -0.7431  -1.05
42 C -1.7172 -0.0025 -0.6377  -1.00
43 C -2.4082 -0.8136 0.2248  -0.41
44 C -1.6074 -1.7261 0.9629  0.72
45 C -0.2622 -1.8549 0.7095  -1.39
46 H 0.2542 0.6019 -1.2812  1.09
47 H -2.0854 0.7642 -1.2465  0.76
48 H -3.4853 -0.7474 0.3526  0.49
49 H -2.1064 -2.3522 1.7090  -0.12
50 H 0.3331 -2.5889 1.2484  0.54
51 C -2.1630 6.4048 -4.3152  -1.18
52 C -2.5390 5.7025 -3.0651  -0.08
53 O -1.2670 5.4574 -2.3358  -0.25
54 P -1.2333 4.4859 -1.1124  0.29
55 O -1.3918 3.0624 -1.3810  0.22
56 O 0.0736 4.8603 -0.2725  -0.46
57 C 1.3035 4.1155 -0.5940  0.25
58 C 1.6695 4.1683 -2.0740  -0.54
59 O -2.3608 5.2157 -0.2144  -0.40
60 C -2.9960 4.7316 0.9739  -0.11
61 C -3.5628 3.3565 0.8304  -0.70
62 H -1.6263 5.7182 -4.9928  0.23
63 H -3.0741 6.7938 -4.8360  0.37
64 H -1.4838 7.2290 -4.0859  0.32
65 H -3.2165 6.2522 -2.3817  0.28
66 H -2.9517 4.6921 -3.2635  0.24
67 H 2.0546 4.5436 0.0476  0.53
68 H 1.1559 3.0792 -0.1700  -0.26
69 H 2.6339 3.7000 -2.2191  0.52
70 H 1.0133 3.5629 -2.6659  -0.43
71 H 1.6604 5.2109 -2.4404  0.34
72 H -2.2387 4.8511 1.7614  0.17
73 H -3.8388 5.4140 1.2227  0.28
74 H -4.1488 3.0105 1.6687  0.47
75 H -4.1855 3.4861 -0.0937  0.25
76 H -2.7828 2.6648 0.6471  -0.10
77 C 4.1230 -0.5714 3.5326  -1.36
78 C 3.4034 0.0844 4.6460  0.02
79 O 2.4153 0.9355 4.0750  0.12
80 P 1.8020 1.9689 5.1201  0.33
81 O 1.2634 1.3647 6.3319  -0.64
82 O 3.0063 2.9596 5.3864  -0.32
83 C 3.1937 3.5091 6.7214  -0.36
84 C 1.9757 4.3394 7.1633  -0.94
85 O 0.7851 2.7186 4.2267  -0.28
86 C 0.7492 2.9692 2.8101  -0.33
87 C -0.0298 1.8821 2.0989  0.08
88 H 3.5960 -1.3304 2.9367  0.21
89 H 4.3968 0.2544 2.8599  0.33
90 H 4.9910 -1.1067 3.8527  0.46
91 H 2.8574 -0.6120 5.3005  0.16
92 H 4.1356 0.6064 5.3152  0.26
93 H 3.4123 2.6420 7.3324  0.30
94 H 4.1228 4.0566 6.7211  0.37
95 H 2.0419 4.8551 8.0804  0.44
96 H 1.7857 4.9784 6.2834  0.24
97 H 1.1463 3.6235 7.3337  0.20
98 H 0.2438 3.9409 2.6000  0.25
99 H 1.8037 3.0641 2.5177  0.33
100 H -1.0013 1.7563 2.5955  0.33
101 H -0.1821 2.0645 1.0782  -0.49
102 H 0.4355 0.9096 2.1862  0.26
103 C -5.5296 -4.8128 6.3205  -1.42
104 C -4.5772 -3.8206 5.7237  0.35
105 O -3.2195 -4.2170 6.0212  -0.49
106 P -2.0441 -3.5127 5.2147  0.60
107 O -2.1478 -3.6418 3.7852  -0.40
108 O -1.9754 -2.0246 5.6149  0.18
109 C -1.8762 -1.6371 7.0529  -0.43
110 C -0.8707 -0.4963 7.1229  -0.86
111 O -0.7712 -4.2534 5.8747  -0.44
112 C 0.4448 -4.5356 5.0927  -0.61
113 C 1.3788 -3.3240 5.1475  -0.76
114 H -6.5611 -4.4757 6.1343  0.38
115 H -5.3709 -5.7937 5.8598  0.33
116 H -5.3337 -4.9532 7.3862  0.34
117 H -4.6477 -3.6806 4.6298  -0.06
118 H -4.7750 -2.8286 6.1360  0.21
119 H -2.8290 -1.2661 7.4003  0.34
120 H -1.6043 -2.4607 7.7066  0.43
121 H -1.1071 0.2562 6.3316  0.18
122 H -0.9671 0.0159 8.0902  0.36
123 H 0.1392 -0.8406 6.9167  0.10
124 H 0.8333 -5.3990 5.5571  0.31
125 H 0.0474 -4.8405 4.1475  0.34
126 H 2.3584 -3.5701 4.7791  0.54
127 H 0.8801 -2.4756 4.6365  0.11
128 H 1.4820 -3.2177 6.2134  0.32
129 C 0.4268 -3.1873 -4.1321  -1.96
130 C 0.9883 -1.8376 -3.7840  2.49
131 O 2.2766 -1.7241 -4.4555  -0.32
132 P 3.2302 -0.4706 -4.3702  1.28
133 O 3.2727 0.2805 -3.1066  -0.84
134 O 2.7820 0.3780 -5.6684  -0.32
135 C 2.5753 1.8308 -5.5761  0.52
136 C 3.8217 2.6617 -5.7544  -1.50
137 O 4.6104 -1.0681 -4.7538  -0.25
138 C 4.8594 -1.8206 -5.9906  -0.06
139 C 6.2238 -2.5088 -5.8552  -1.25
140 H 0.9675 -4.0476 -3.8166  0.42
141 H -0.6226 -3.2868 -3.8277  0.39
142 H 0.3548 -3.2545 -5.2087  0.41
143 H 0.3091 -1.1392 -4.2570  -0.72
144 H 1.1362 -1.6959 -2.7254  -0.54
145 H 1.8154 1.9620 -6.3308  0.29
146 H 2.1331 2.0008 -4.6294  -0.30
147 H 3.7079 3.7463 -5.7456  0.40
148 H 4.4657 2.3484 -4.9245  0.35
149 H 4.2992 2.1696 -6.6114  0.35
150 H 4.0978 -2.6357 -6.1415  0.18
151 H 4.8547 -1.1222 -6.8330  0.26
152 H 6.9962 -1.7087 -5.7489  0.30
153 H 6.1977 -3.1988 -5.0457  0.26
154 H 6.4381 -3.0267 -6.7756  0.42


A 2-piece molecular cluster, C5H15N3O3S overall, computed with ωB97M-V/def2-TZVPD.

F_max: 4.20 eV Å⁻¹
HOMO level: -9.3 eV
E: -26873.15336 eV
energy above the lowest of the compared OMol25 structures with the same formula, charge and spin: 20.6 kJ/mol
LUMO energy: 0.057 eV

Each line ends with the Mulliken charge.
CARTESIAN COORDINATES (ANGSTROEM)
1 C 3.0681 1.1028 -0.6419  -0.95
2 C -1.1712 -1.6894 1.2653  -1.11
3 C -2.4237 1.6712 1.0816  -0.75
4 C 1.1426 -0.0009 -1.1890  -0.73
5 C 0.2469 -0.9665 -0.5523  0.40
6 N 2.0693 0.2099 -0.1503  -0.37
7 N -0.3772 -0.7466 0.5349  -0.02
8 N -1.0210 1.6102 1.4032  -0.54
9 O 1.0852 -2.6999 -2.4682  -0.60
10 O -0.9820 -1.3732 -2.4497  -0.59
11 O -0.8524 -3.4236 -1.1507  -0.70
12 S -0.1456 -2.3325 -1.8349  1.21
13 H 3.7063 1.3352 0.1894  0.36
14 H 3.6078 0.6549 -1.5051  0.29
15 H 2.5607 2.0522 -0.8452  0.35
16 H -2.0854 -1.2567 1.3454  0.35
17 H -1.0980 -2.5800 0.7471  0.45
18 H -0.8584 -1.8156 2.2419  0.40
19 H -2.6848 2.5286 0.5103  0.32
20 H -2.6737 0.7164 0.4518  0.18
21 H -3.0999 1.5864 1.9704  0.31
22 H 0.5346 0.9056 -1.5625  0.21
23 H 1.6063 -0.4063 -2.0350  0.73
24 H 1.5172 0.4390 0.6661  0.22
25 H -0.2897 0.2427 0.9884  0.11
26 H -0.6728 2.1933 0.7241  0.26
27 H -0.7090 2.0429 2.2650  0.23


A 4-piece molecular cluster, C19H26F5N2O12 overall, computed with ωB97M-V/def2-TZVPD.

F_max: 1.60 eV Å⁻¹
HOMO level: -13.3 eV
net charge: +1
E: -61255.68558 eV
LUMO energy: -2.573 eV

Each line ends with the Mulliken charge.
CARTESIAN COORDINATES (ANGSTROEM)
1 C -0.2526 -3.3194 3.8629  -1.18
2 C -0.2615 -2.3775 2.6527  0.23
3 O -1.1114 -2.9162 1.6379  -0.61
4 C 1.1487 -2.1220 2.0742  -1.06
5 C 1.0260 -1.0855 0.9495  -0.03
6 N 1.4169 -1.6611 -0.3799  -0.05
7 C 1.1462 -0.6022 -1.3835  -0.25
8 C 1.0079 -1.1618 -2.8081  0.86
9 F 1.7498 -2.2578 -3.0007  -0.33
10 F 1.3395 -0.2758 -3.7510  -0.21
11 C -0.4866 -1.5071 -3.0683  0.42
12 F -1.0004 -2.2355 -2.0703  -0.27
13 F -0.6098 -2.2285 -4.1595  -0.26
14 F -1.1884 -0.3871 -3.1502  -0.14
15 C 2.2922 0.4418 -1.2132  -0.92
16 O 2.8181 0.4329 0.1061  -0.56
17 C 1.8048 0.2520 1.0948  0.17
18 N 2.4199 0.4531 2.3908  -0.61
19 C 2.1643 1.5535 2.8814  0.69
20 O 1.9317 2.6397 3.1902  -0.35
21 H -1.0766 -3.0282 4.5185  -0.02
22 H 0.6914 -3.2854 4.4154  0.39
23 H -0.4655 -4.3407 3.5291  0.36
24 H -0.6913 -1.4070 2.9487  0.50
25 H -1.8932 -2.3678 1.5470  0.37
26 H 1.8102 -1.8523 2.8980  0.50
27 H 1.4944 -3.0811 1.6525  0.28
28 H -0.0389 -0.8489 0.8432  0.29
29 H 2.4061 -1.9319 -0.3904  0.48
30 H 0.8821 -2.5198 -0.5542  0.63
31 H 0.2149 -0.0706 -1.1647  0.33
32 H 1.8616 1.4318 -1.4145  0.43
33 H 3.0908 0.3060 -1.9489  0.40
34 H 1.0829 1.0783 0.9271  0.46
35 C 2.9867 4.1542 -3.1788  -0.10
36 C 3.7922 3.9380 -4.4363  -0.36
37 O 4.8855 3.1377 -3.9715  -0.34
38 C 4.4891 2.5027 -2.8500  0.68
39 O 5.0953 1.6332 -2.3104  -0.52
40 O 3.2928 2.9777 -2.4121  -0.27
41 H 1.9175 4.2286 -3.3673  0.11
42 H 3.3097 5.0324 -2.6181  0.24
43 H 3.2434 3.3765 -5.1952  0.26
44 H 4.1501 4.8664 -4.8737  0.33
45 C -2.5881 2.8124 -4.6143  -0.40
46 C -1.5832 2.4182 -3.5582  0.11
47 O -0.7796 3.5920 -3.4379  -0.23
48 C -1.5268 4.6526 -3.8600  0.54
49 O -1.2088 5.7852 -3.7314  -0.50
50 O -2.6764 4.2285 -4.4420  -0.33
51 H -3.5585 2.3424 -4.4719  0.32
52 H -2.2371 2.6010 -5.6264  0.30
53 H -2.0517 2.2093 -2.5923  0.16
54 H -0.9783 1.5721 -3.8502  0.04
55 C -4.8698 -2.4697 7.0187  -0.33
56 C -4.7955 -3.7075 6.1587  -0.29
57 O -4.2830 -3.1925 4.9239  -0.30
58 C -3.6184 -2.0482 5.1993  0.65
59 O -2.9348 -1.4635 4.4166  -0.52
60 O -3.8262 -1.6542 6.4729  -0.32
61 H -4.6917 -2.6738 8.0714  0.29
62 H -5.8194 -1.9420 6.9150  0.27
63 H -4.0956 -4.4487 6.5490  0.26
64 H -5.7635 -4.1793 6.0103  0.29